ORCA calculation (the ωB97M-V functional and the def2-TZVPD basis) on a molecular structure, C27H62EuN14O2 at a distorted geometry.

Molar mass: 766.853 g mol⁻¹
LUMO level (spin up / spin down): -9.48 / -6.19 eV
E: -73270.6015 eV

The geometry in ORCA input format:
```
! RIJCOSX wB97M-V def2-TZVPD def2/J DEFGRID3
* xyz 3 7
Eu 0.62 -0.37 -0.09
C 2.44 1.71 -4.39
N 2.49 1.20 -3.02
C 1.71 1.97 -2.12
C 3.11 0.03 -2.66
N 2.67 -0.67 -1.61
C 3.50 -1.82 -1.23
C 3.16 -2.66 0.05
N 2.14 -2.11 0.99
C 1.18 -3.13 1.46
C 0.24 -3.77 0.39
N -0.36 -2.74 -0.46
C -1.46 -2.91 -1.20
N -2.49 -3.78 -0.94
C -2.85 -4.06 0.43
C -3.18 -4.57 -1.95
N -1.65 -2.08 -2.27
C -0.58 -1.51 -3.06
C -2.97 -1.62 -2.75
C 2.66 -1.30 2.13
C 3.16 0.16 1.85
N 2.12 1.14 1.48
C 2.29 2.39 1.88
N 3.32 2.85 2.71
C 4.69 2.70 2.36
C 3.05 3.40 4.01
N 1.38 3.38 1.53
C 0.16 3.16 0.81
C 1.66 4.80 1.72
N 4.14 -0.34 -3.51
C 4.26 -1.68 -4.05
C 5.23 0.58 -3.85
H 1.40 1.89 -4.69
H 2.90 1.00 -5.09
H 2.99 2.66 -4.45
H 0.63 1.86 -2.35
H 1.96 3.03 -2.20
H 1.92 1.68 -1.08
H 4.55 -1.52 -1.11
H 3.49 -2.59 -1.99
H 4.09 -2.83 0.60
H 2.77 -3.63 -0.29
H 0.56 -2.69 2.25
H 1.72 -3.97 1.96
H -0.49 -4.34 1.01
H 0.78 -4.48 -0.23
H -2.40 -3.32 1.12
H -2.54 -5.09 0.70
H -3.92 -3.98 0.51
H -2.67 -4.50 -2.91
H -4.23 -4.24 -2.07
H -3.19 -5.64 -1.66
H 0.37 -1.98 -2.81
H -0.51 -0.42 -2.91
H -0.76 -1.67 -4.14
H -3.02 -0.53 -2.72
H -3.78 -1.99 -2.09
H -3.12 -1.97 -3.76
H 1.86 -1.28 2.87
H 3.51 -1.81 2.61
H 3.94 0.09 1.06
H 3.67 0.47 2.78
H 4.76 2.30 1.34
H 5.22 2.04 3.06
H 5.17 3.69 2.37
H 1.98 3.33 4.27
H 3.34 4.47 4.04
H 3.64 2.83 4.75
H -0.63 3.75 1.27
H -0.17 2.12 0.85
H 0.26 3.48 -0.25
H 2.73 5.02 1.83
H 1.15 5.20 2.60
H 1.28 5.37 0.86
H 3.36 -2.24 -3.84
H 5.13 -2.20 -3.62
H 4.38 -1.60 -5.13
H 5.15 1.52 -3.32
H 5.27 0.73 -4.95
H 6.18 0.11 -3.54
N -0.87 -0.13 2.22
C -2.28 0.17 1.94
C -2.70 1.43 2.69
C -4.14 1.97 2.45
C -5.25 0.91 2.61
N -5.90 0.56 1.33
C -7.09 0.96 0.91
N -7.45 0.72 -0.37
N -7.95 1.60 1.72
C -2.58 0.31 0.45
O -3.67 -0.16 0.04
O -1.67 0.81 -0.32
H -0.81 -0.84 2.95
H -0.33 0.68 2.55
H -2.90 -0.66 2.30
H -1.99 2.23 2.50
H -2.63 1.24 3.77
H -4.26 2.50 1.50
H -4.30 2.72 3.25
H -5.99 1.26 3.36
H -4.82 0.00 3.04
H -5.22 0.19 0.66
H -6.80 0.30 -1.02
H -8.33 1.06 -0.72
H -7.72 1.76 2.68
H -8.86 1.90 1.39
*
```

Here are the Löwdin charges for atoms 1 to 2, given in e: 2.08 -0.02

***

ORCA calculation (the ωB97M-V functional and the def2-TZVPD basis) on 3 unconnected molecules or ions with the total composition C6H11IN3 at a distorted geometry.

Energy relative to the best compared isomer or geometry (same formula, charge and spin): 1.9862 eV
Molar mass: 252.079 g mol⁻¹
LUMO level: -4.40 eV
E: -18961.3700 eV

The geometry in ORCA input format:
```
! RIJCOSX wB97M-V def2-TZVPD def2/J DEFGRID3
* xyz 1 1
C -0.56 2.01 1.62
C 0.29 0.92 1.47
C 0.08 1.64 -0.52
C -0.25 1.69 -1.96
C 1.30 -3.47 0.88
C 1.62 -1.65 -0.71
N -0.64 2.48 0.28
N 0.59 0.72 0.19
N 1.47 -2.46 0.15
I -2.77 -1.04 0.24
H -1.30 2.04 2.42
H -1.11 1.13 -2.17
H -0.51 2.77 -2.11
H 0.57 1.36 -2.60
H 0.64 0.10 2.14
H 2.20 -4.04 1.40
H 0.44 -3.90 1.18
H -4.22 -1.35 0.15
H 1.93 -1.83 -1.74
H -1.04 3.38 0.14
H 1.25 -0.51 -0.43
*
```

Here are the natural (NBO) charges for atoms 1 to 2, given in e: -0.10 -0.07